Entry 1:
52
Properties=species:S:1:pos:R:3:nbo_charge:R:1 method="wB97M-V/def2-TZVPD" charge=0 e_homo_ev=-7.976 lumo_ev=0.03 homo_lumo_gap_ev=8.01
K 0.104 -0.166 0.343 0.905
O -2.157 0.200 0.501 -0.793
C -2.276 -0.671 -0.408 0.735
O -1.689 -1.782 -0.429 -0.759
C -3.003 -0.179 -1.630 -0.150
C -3.885 -1.000 -2.317 -0.183
C -4.569 -0.519 -3.424 -0.205
C -4.340 0.780 -3.859 -0.215
C -3.427 1.588 -3.192 -0.238
C -2.746 1.129 -2.067 -0.211
P -1.433 2.133 -1.193 0.761
C -0.930 3.260 -2.578 -0.246
C -1.506 4.500 -2.856 -0.252
C -1.084 5.262 -3.941 -0.201
C -0.081 4.788 -4.776 -0.213
C 0.501 3.554 -4.514 -0.216
C 0.085 2.804 -3.421 -0.229
C -2.382 3.269 -0.102 -0.234
C -3.694 2.994 0.272 -0.223
C -4.375 3.829 1.152 -0.198
C -3.748 4.948 1.682 -0.216
C -2.431 5.222 1.332 -0.221
C -1.756 4.386 0.452 -0.235
H -4.028 -2.013 -1.964 0.226
H -5.274 -1.154 -3.947 0.212
H -4.866 1.161 -4.726 0.212
H -3.236 2.586 -3.568 0.218
H -2.303 4.877 -2.228 0.223
H -1.547 6.221 -4.140 0.213
H 0.244 5.375 -5.627 0.213
H 1.282 3.171 -5.159 0.213
H 0.557 1.845 -3.228 0.212
H -4.187 2.114 -0.122 0.229
H -5.398 3.601 1.424 0.212
H -4.276 5.598 2.369 0.212
H -1.927 6.089 1.741 0.211
H -0.729 4.619 0.188 0.208
C 2.084 -2.443 -1.013 -0.637
C 2.725 -1.409 -0.114 -0.072
O 2.337 -0.105 -0.561 -0.580
C 2.910 0.961 0.202 -0.069
C 2.514 2.273 -0.431 -0.635
H 2.349 -3.442 -0.663 0.223
H 2.444 -2.324 -2.035 0.221
H 0.990 -2.380 -1.030 0.231
H 3.815 -1.471 -0.140 0.183
H 2.415 -1.561 0.932 0.156
H 3.996 0.837 0.213 0.181
H 2.568 0.907 1.248 0.155
H 2.866 2.322 -1.462 0.223
H 2.958 3.100 0.127 0.220
H 1.431 2.418 -0.446 0.221

=====

Entry 2:
55
Properties=species:S:1:pos:R:3:nbo_charge:R:1 method="wB97M-V/def2-TZVPD" smiles="COCCCN1C(=O)c2ccc(C(=O)OCC(=O)NCCc3ccccc3)cc2C1=O" charge=0 e_homo_ev=-9.331 lumo_ev=-0.93 homo_lumo_gap_ev=8.40
C -0.585 5.087 -2.152 -0.251
O 0.213 4.443 -3.114 -0.534
C 1.094 3.477 -2.595 -0.049
C 2.310 4.076 -1.875 -0.442
C 3.333 3.003 -1.503 -0.223
N 2.779 2.045 -0.569 -0.477
C 2.307 0.797 -0.943 0.677
O 2.339 0.347 -2.059 -0.554
C 1.769 0.191 0.301 -0.065
C 1.139 -1.015 0.502 -0.143
C 0.661 -1.288 1.786 -0.149
C 0.844 -0.378 2.825 -0.128
C 1.499 0.830 2.620 -0.181
C 1.945 1.106 1.343 -0.115
C 2.604 2.315 0.782 0.683
O 2.928 3.335 1.332 -0.544
H 1.640 1.538 3.421 0.239
H 0.449 -0.633 3.796 0.244
C -0.136 -2.513 2.063 0.795
O -0.757 -2.696 3.077 -0.575
O -0.091 -3.377 1.036 -0.520
C -0.998 -4.474 1.060 -0.177
H -0.455 -5.359 0.718 0.213
H -1.376 -4.636 2.073 0.243
C -2.182 -4.186 0.122 0.655
O -3.307 -4.558 0.363 -0.611
N -1.823 -3.496 -0.974 -0.612
H -0.860 -3.212 -1.072 0.401
C -2.779 -2.904 -1.881 -0.224
H -3.769 -3.065 -1.448 0.231
H -2.743 -3.419 -2.847 0.203
C -2.487 -1.416 -2.094 -0.452
C -2.283 -0.620 -0.829 0.068
C -2.895 -0.953 0.373 -0.255
C -2.681 -0.188 1.508 -0.194
C -1.874 0.934 1.453 -0.229
C -1.274 1.285 0.256 -0.209
C -1.467 0.507 -0.871 -0.250
H -0.986 0.778 -1.801 0.213
H -0.652 2.168 0.206 0.206
H -1.717 1.536 2.336 0.216
H -3.152 -0.471 2.436 0.221
H -3.547 -1.809 0.438 0.223
H -1.593 -1.313 -2.715 0.209
H -3.320 -0.984 -2.656 0.230
H 1.010 -1.714 -0.308 0.239
H 3.644 2.443 -2.387 0.229
H 4.202 3.469 -1.032 0.226
H 1.997 4.593 -0.967 0.213
H 2.785 4.802 -2.537 0.221
H 1.431 2.900 -3.461 0.194
H 0.551 2.802 -1.916 0.148
H -1.287 5.707 -2.705 0.197
H -1.141 4.358 -1.549 0.163
H 0.005 5.724 -1.485 0.165

=====

Entry 3:
53
Properties=species:S:1:pos:R:3:nbo_charge:R:1 method="wB97M-V/def2-TZVPD" smiles=c1ccc2oc(-c3[nH]ncc3CN(Cc3ccncc3)C[C@@H]3CCCO3)cc2c1 charge=0 e_homo_ev=-7.923 lumo_ev=0.53 homo_lumo_gap_ev=8.45
C -5.848 -1.950 0.860 -0.224
C -4.577 -1.899 0.331 -0.215
C -3.966 -0.652 0.205 -0.040
C -4.657 0.505 0.617 0.257
C -5.934 0.455 1.149 -0.239
C -6.516 -0.792 1.263 -0.212
H -7.512 -0.875 1.672 0.215
H -6.445 1.353 1.458 0.223
O -3.892 1.602 0.413 -0.440
C -2.708 1.160 -0.131 0.328
C -2.705 -0.197 -0.277 -0.321
H -1.917 -0.813 -0.658 0.260
C -1.751 2.184 -0.444 0.057
C -0.484 2.197 -1.030 -0.139
C -0.146 3.562 -1.072 -0.061
N -1.098 4.320 -0.564 -0.247
N -2.055 3.485 -0.189 -0.308
H -2.909 3.824 0.223 0.419
H 0.745 4.011 -1.462 0.207
C 0.382 1.066 -1.496 -0.236
N 1.384 0.618 -0.532 -0.450
C 0.817 -0.138 0.572 -0.252
H -0.183 0.228 0.844 0.195
H 1.464 -0.036 1.447 0.211
C 0.738 -1.645 0.267 0.098
C 2.118 -2.259 -0.010 -0.434
H 2.559 -2.694 0.884 0.220
C 1.828 -3.283 -1.103 -0.427
H 2.690 -3.495 -1.731 0.216
C 0.708 -2.578 -1.860 -0.061
H 0.052 -3.252 -2.413 0.190
O -0.072 -1.937 -0.869 -0.558
H 1.125 -1.830 -2.551 0.163
H 1.461 -4.214 -0.670 0.203
H 2.779 -1.481 -0.391 0.223
H 0.258 -2.129 1.131 0.177
C 2.270 1.691 -0.095 -0.239
C 3.542 1.115 0.460 0.028
C 3.868 1.205 1.807 -0.271
C 5.044 0.620 2.250 0.042
N 5.880 -0.027 1.459 -0.420
C 5.575 -0.109 0.174 0.038
C 4.429 0.440 -0.374 -0.261
H 4.222 0.353 -1.430 0.222
H 6.289 -0.642 -0.441 0.192
H 5.331 0.668 3.293 0.192
H 3.221 1.726 2.497 0.219
H 2.513 2.290 -0.977 0.209
H 1.798 2.352 0.650 0.185
H 0.922 1.387 -2.394 0.205
H -0.234 0.205 -1.749 0.231
H -4.058 -2.793 0.020 0.217
H -6.344 -2.903 0.968 0.214

=====

Entry 4:
55
Properties=species:S:1:pos:R:3:nbo_charge:R:1 method="wB97M-V/def2-TZVPD" smiles="C[C@H](NC(=O)c1nc[nH]c1C(=O)N(C)Cc1ccccc1)C(=O)OCc1ccccc1" charge=0 e_homo_ev=-8.952 lumo_ev=0.74 homo_lumo_gap_ev=9.69
C -1.107 -4.691 1.626 -0.604
C -0.812 -3.238 1.274 -0.146
N -2.003 -2.570 0.816 -0.594
C -1.985 -1.243 0.562 0.671
O -1.056 -0.519 0.880 -0.653
C -3.225 -0.776 -0.077 -0.008
C -3.607 0.492 -0.482 0.055
N -4.897 0.354 -0.912 -0.485
C -5.232 -0.949 -0.789 0.188
N -4.255 -1.651 -0.296 -0.462
H -6.186 -1.346 -1.073 0.204
H -5.475 1.124 -1.210 0.438
C -3.045 1.863 -0.390 0.649
O -3.755 2.745 0.078 -0.635
N -1.812 2.087 -0.875 -0.405
C -1.003 1.116 -1.566 -0.419
H -0.478 1.614 -2.384 0.200
H -0.269 0.668 -0.896 0.236
H -1.626 0.323 -1.975 0.218
C -1.219 3.394 -0.681 -0.239
C -0.023 3.372 0.236 -0.053
C 1.051 4.219 -0.003 -0.214
C 2.138 4.235 0.854 -0.214
C 2.164 3.398 1.956 -0.222
C 1.098 2.547 2.197 -0.207
C 0.007 2.536 1.345 -0.169
H -0.812 1.859 1.530 0.229
H 1.115 1.885 3.049 0.215
H 3.014 3.406 2.622 0.214
H 2.967 4.900 0.658 0.213
H 1.036 4.873 -0.865 0.208
H -2.000 4.029 -0.246 0.258
H -0.937 3.810 -1.655 0.197
H -2.755 -3.104 0.405 0.428
C 0.254 -3.177 0.174 0.800
O 0.006 -3.127 -1.001 -0.598
O 1.475 -3.221 0.698 -0.502
C 2.575 -3.154 -0.204 -0.097
C 3.022 -1.745 -0.511 -0.060
C 4.219 -1.572 -1.198 -0.211
C 4.663 -0.305 -1.523 -0.206
C 3.914 0.804 -1.166 -0.223
C 2.723 0.637 -0.483 -0.210
C 2.276 -0.633 -0.153 -0.176
H 1.346 -0.742 0.385 0.226
H 2.138 1.497 -0.199 0.225
H 4.258 1.796 -1.418 0.211
H 5.595 -0.183 -2.056 0.211
H 4.801 -2.439 -1.479 0.205
H 3.383 -3.712 0.277 0.202
H 2.295 -3.655 -1.140 0.215
H -0.421 -2.699 2.145 0.234
H -0.208 -5.172 2.002 0.227
H -1.878 -4.736 2.392 0.223
H -1.453 -5.226 0.744 0.214

=====

Entry 5:
49
Properties=species:S:1:pos:R:3:nbo_charge:R:1 method="wB97M-V/def2-TZVPD" charge=0 e_homo_ev=-6.241 lumo_ev=-2.96 homo_lumo_gap_ev=3.28
C 0.053 0.129 2.132 0.061
C 1.334 -0.498 2.251 -0.065
C 2.529 0.276 2.226 -0.129
C 3.767 -0.337 2.346 -0.212
C 3.863 -1.735 2.424 -0.135
C 2.698 -2.512 2.449 -0.226
C 1.449 -1.907 2.400 -0.147
C -1.170 -0.545 2.112 -0.305
C -2.372 0.128 2.308 0.012
C -3.654 -0.497 2.417 -0.063
C -4.845 0.283 2.463 -0.149
C -6.093 -0.326 2.472 -0.224
C -6.200 -1.726 2.464 -0.149
C -5.039 -2.511 2.478 -0.221
C -3.784 -1.915 2.479 -0.150
H 0.023 1.223 2.081 0.235
H 2.446 1.358 2.101 0.250
H 4.670 0.271 2.370 0.231
H 4.836 -2.220 2.463 0.225
H 2.758 -3.596 2.512 0.225
H 0.537 -2.500 2.474 0.212
H -1.184 -1.625 1.921 0.223
H -2.316 1.220 2.393 0.219
H -4.756 1.372 2.476 0.221
H -6.996 0.282 2.481 0.228
H -7.176 -2.205 2.452 0.226
H -5.110 -3.596 2.490 0.227
H -2.882 -2.526 2.528 0.214
C 2.045 1.590 -5.214 -0.599
C 1.806 1.272 -3.736 -0.026
C 2.924 0.344 -3.261 -0.617
C 1.755 2.564 -2.899 -0.494
C 1.503 2.294 -1.397 0.511
O 2.129 2.901 -0.514 -0.679
C 0.542 1.271 -1.115 -0.538
C 0.104 0.295 -2.068 0.519
O -0.453 -0.766 -1.752 -0.675
C 0.420 0.632 -3.544 -0.497
H 1.276 2.257 -5.620 0.204
H 3.020 2.073 -5.352 0.205
H 2.035 0.666 -5.807 0.204
H 2.810 0.070 -2.210 0.223
H 2.908 -0.573 -3.865 0.203
H 3.888 0.853 -3.386 0.203
H 2.697 3.114 -3.003 0.215
H 0.918 3.167 -3.298 0.212
H 0.260 1.123 -0.078 0.166
H -0.319 1.372 -3.904 0.212
H 0.347 -0.285 -4.142 0.214

=====

Entry 6:
73
Properties=species:S:1:pos:R:3:lowdin_charge:R:1 method="wB97M-V/def2-TZVPD" charge=-2 e_homo_ev=-2.832 lumo_ev=3.64 homo_lumo_gap_ev=6.47
Ta 1.016 1.566 0.059 1.149
S -1.520 4.596 -2.719 0.150
As -0.646 4.073 -0.783 -0.377
S -1.358 2.137 -0.061 0.222
S 1.498 3.741 -0.984 0.210
S -1.256 5.707 0.389 -0.142
O 4.573 -1.780 -3.626 0.115
C 3.410 -2.378 -3.808 -0.507
O 3.270 -3.243 -4.646 0.045
C 2.292 -1.962 -2.922 -0.050
C 1.035 -2.531 -2.918 -0.563
Cl 0.426 -3.747 -3.931 0.809
N 0.256 -1.849 -2.035 -0.026
N 0.960 -0.861 -1.463 0.131
C 2.160 -0.891 -2.000 -0.152
C 3.118 0.208 -1.680 -0.553
O 4.317 0.082 -1.932 0.079
O 2.598 1.269 -1.192 -0.340
C -1.123 -2.045 -1.740 -0.182
C -1.918 -0.920 -1.577 -0.032
C -3.259 -1.065 -1.265 -0.079
C -3.808 -2.331 -1.125 -0.094
C -3.009 -3.451 -1.302 -0.085
C -1.663 -3.317 -1.602 -0.047
H 4.528 -1.090 -2.898 0.046
H -1.480 0.063 -1.691 0.033
H -3.871 -0.185 -1.116 0.107
H -4.853 -2.448 -0.861 0.097
H -3.424 -4.443 -1.173 0.099
H -1.038 -4.189 -1.682 0.091
N -1.150 2.808 -4.628 -0.004
C -1.233 1.364 -4.322 -0.106
C 0.107 1.032 -3.598 -0.675
O 1.014 0.556 -4.283 0.035
O 0.077 1.419 -2.406 -0.261
H -1.955 3.151 -5.142 0.118
H -0.295 3.012 -5.139 0.139
H -1.111 3.435 -3.650 -0.237
H -1.333 0.771 -5.230 0.111
H -2.071 1.199 -3.648 0.110
C -3.416 0.074 2.361 -0.079
C -2.434 0.360 3.495 -0.172
C -1.256 -0.630 3.525 -0.301
C -0.290 -0.236 4.667 -0.155
C 0.973 -1.091 4.752 -0.072
C -1.784 -2.017 3.834 -0.441
O -2.618 -2.237 4.698 0.058
N -1.206 -3.018 3.128 0.198
C -0.243 -2.872 2.089 -0.538
O 0.303 -3.895 1.712 0.036
N -0.025 -1.638 1.591 0.172
C -0.492 -0.569 2.202 -0.479
O -0.261 0.614 1.820 -0.386
H -4.204 0.828 2.344 0.076
H -3.877 -0.909 2.486 0.076
H -2.909 0.100 1.398 0.030
H -2.952 0.283 4.452 0.115
H -2.032 1.367 3.384 0.118
H -0.848 -0.310 5.604 0.119
H -0.012 0.809 4.515 0.115
H 0.734 -2.138 4.952 0.075
H 1.612 -0.729 5.560 0.073
H 1.546 -1.040 3.826 0.048
H -1.475 -3.964 3.350 0.150
Cl 2.444 0.139 1.304 0.280
C 4.847 2.988 1.039 -0.107
O 3.434 2.903 1.165 -0.418
C 2.825 3.322 2.285 -1.350
S 3.613 3.993 3.566 0.565
S 1.138 3.038 2.230 0.569
H 5.086 2.490 0.102 0.090
H 5.334 2.491 1.877 0.073
H 5.161 4.032 1.015 0.082

=====

Entry 7:
61
Properties=species:S:1:pos:R:3:nbo_charge:R:1 method="wB97M-V/def2-TZVPD" charge=+1 e_homo_ev=-11.032 lumo_ev=-2.96 homo_lumo_gap_ev=8.07
Pd 0.817 0.167 0.049 0.549
N 2.270 1.721 -0.193 -0.830
C 1.897 2.944 0.586 -0.233
C 0.622 2.826 1.423 -0.424
C 0.731 2.216 2.828 -0.416
C 1.153 0.759 2.991 -0.219
N 0.269 -0.189 2.278 -0.879
H 3.194 1.387 0.058 0.412
H 2.314 1.939 -1.184 0.412
H 1.772 3.759 -0.124 0.217
H 2.740 3.207 1.229 0.203
H -0.151 2.328 0.833 0.213
H 0.241 3.841 1.557 0.235
H -0.237 2.352 3.322 0.213
H 1.443 2.811 3.407 0.222
H 1.189 0.533 4.060 0.199
H 2.164 0.618 2.601 0.189
H -0.712 -0.004 2.474 0.387
H 0.440 -1.143 2.578 0.399
O -1.139 1.136 -1.004 -0.782
C -2.429 0.504 -0.921 0.140
C -2.244 -0.858 -0.288 -0.254
C -1.192 -1.710 -0.492 -0.285
C -1.326 -2.926 0.226 -0.235
C -2.487 -2.979 0.936 -0.413
S -3.409 -1.549 0.765 0.506
C -2.830 0.424 -2.381 -0.059
C -2.337 1.390 -3.264 -0.491
C -2.567 0.994 -4.628 -0.166
C -3.165 -0.211 -4.724 -0.396
S -3.435 -0.932 -3.178 0.599
C -3.385 1.378 -0.155 -0.242
C -4.613 1.825 -0.540 -0.223
C -5.246 2.620 0.454 -0.249
C -4.481 2.764 1.567 -0.386
S -2.992 1.931 1.430 0.445
H -0.380 -1.507 -1.188 0.249
H -0.598 -3.723 0.202 0.243
H -2.846 -3.782 1.558 0.253
H -2.361 2.439 -2.976 0.311
H -2.281 1.589 -5.483 0.250
H -3.441 -0.754 -5.613 0.261
H -5.058 1.592 -1.497 0.234
H -6.222 3.067 0.339 0.241
H -4.711 3.320 2.461 0.252
O 1.965 -2.395 0.487 -0.695
B 2.261 -1.057 0.216 0.980
O 3.628 -0.869 0.084 -0.689
C 4.191 -2.122 0.244 0.207
C 5.516 -2.480 0.187 -0.229
C 5.800 -3.829 0.388 -0.207
C 4.791 -4.755 0.632 -0.201
C 3.452 -4.377 0.685 -0.261
C 3.185 -3.043 0.486 0.270
H 6.293 -1.754 -0.006 0.234
H 6.828 -4.162 0.353 0.227
H 5.052 -5.794 0.782 0.227
H 2.662 -5.091 0.872 0.231
F -0.062 0.075 -2.846 -0.517
B -0.642 1.214 -2.358 1.277
F 0.102 2.326 -2.584 -0.506

=====

Entry 8:
61
Properties=species:S:1:pos:R:3:nbo_charge:R:1 method="wB97M-V/def2-TZVPD" charge=+1 e_homo_ev="-11.225 / -11.223" multiplicity=2 lumo_ev="-5.45 / -4.77" homo_lumo_gap_ev="5.77 / 6.46"
Ru -0.703 -1.139 0.194 1.247
B 0.066 -4.503 1.271 0.153
N -1.375 -4.080 1.507 -0.272
C -2.374 -4.865 1.933 0.031
C -3.481 -4.075 2.181 -0.337
C -3.060 -2.783 1.871 -0.024
N -1.789 -2.809 1.464 -0.313
N 0.610 -3.841 0.003 -0.276
C 1.830 -4.086 -0.496 0.041
C 1.976 -3.379 -1.675 -0.329
C 0.761 -2.711 -1.835 -0.036
N -0.052 -3.012 -0.812 -0.339
H 0.749 -4.158 2.191 -0.039
H 0.120 -5.685 1.162 -0.023
H -2.253 -5.925 2.041 0.240
H -4.449 -4.384 2.521 0.244
H -3.615 -1.867 1.945 0.217
H 2.510 -4.743 0.008 0.240
H 2.824 -3.358 -2.326 0.242
H 0.434 -2.086 -2.648 0.233
C 4.738 4.190 -3.813 -0.640
C 3.634 3.474 -3.105 0.044
C 2.538 4.154 -2.582 -0.216
C 1.540 3.470 -1.906 -0.175
C 1.638 2.099 -1.768 -0.299
C 2.716 1.397 -2.281 -0.190
C 3.706 2.088 -2.952 -0.198
S 0.398 1.169 -0.910 2.268
O -0.551 2.025 -0.241 -0.936
O -0.205 0.215 -1.842 -0.937
N 1.154 0.209 0.172 -0.804
C 1.033 0.550 1.486 0.361
C 1.474 1.748 2.057 -0.257
C 1.218 1.961 3.396 -0.117
C 0.576 0.975 4.142 -0.256
C 0.178 -0.183 3.502 0.058
N 0.390 -0.384 2.207 -0.483
H 4.611 5.267 -3.768 0.226
H 4.774 3.892 -4.860 0.237
H 5.695 3.929 -3.365 0.234
H 2.465 5.225 -2.700 0.229
H 0.689 3.980 -1.481 0.243
H 2.761 0.328 -2.140 0.238
H 4.551 1.554 -3.360 0.227
H 1.977 2.478 1.442 0.239
H 1.495 2.896 3.859 0.236
H 0.391 1.106 5.198 0.242
H -0.339 -0.972 4.034 0.223
N -3.085 -0.008 -1.896 -0.754
C -3.209 0.625 -0.709 0.441
C -3.987 1.790 -0.557 -0.286
C -4.125 2.346 0.689 -0.100
C -3.498 1.743 1.782 -0.280
C -2.764 0.603 1.562 0.058
N -2.623 0.053 0.352 -0.509
H -3.293 0.497 -2.741 0.409
H -2.345 -0.705 -1.959 0.402
H -4.460 2.231 -1.420 0.235
H -4.723 3.234 0.825 0.236
H -3.586 2.156 2.772 0.238
H -2.276 0.081 2.378 0.215

=====

no.,M (g/mol),calculated total energy (eV)
1,418.5,-55997.920
2,424.5,-39507.523
3,388.5,-34295.261
4,420.5,-38393.054
5,332.4,-28332.395
6,1050.7,-204639.443
7,639.7,-76153.100
8,589.5,-54358.647